Entry from the Open Molecules 2025 dataset: C5H10O2 in the gas phase (ωB97M-V/def2-TZVPD).

Structure (XYZ):
```
17
Properties=species:S:1:pos:R:3:mulliken_charge:R:1
C -1.73106 -0.42390 -0.32670 -1.461
C -0.61995 0.13172 0.54559 0.096
C 0.60240 -0.79182 0.77335 0.102
O 0.47344 -2.02073 0.09403 -0.542
C 1.52008 0.25280 0.09970 -0.985
C 0.32309 1.19545 -0.10469 0.088
O 0.14161 1.47004 -1.47668 -0.576
H -2.52784 0.31995 -0.43664 0.392
H -2.16397 -1.32536 0.11996 0.365
H -1.35856 -0.68060 -1.31983 0.303
H -1.03500 0.48830 1.49514 0.390
H 0.82682 -0.96329 1.83562 0.327
H 1.34627 -2.43210 0.07263 0.295
H 2.34769 0.64287 0.69998 0.256
H 1.89399 -0.09811 -0.86683 0.298
H 0.38502 2.13255 0.46744 0.312
H -0.55216 2.13463 -1.57086 0.337
```

The calculation puts the HOMO-LUMO gap at 10.53 eV. The calculation puts the max |F| at 0.33 eV/A. The HOMO energy is -9.65 eV. The energy above the lowest of the compared OMol25 structures with the same formula, charge and spin comes out at 43.7 kcal per mole.